{
  "formula": "C2H2Cl2O2S",
  "method": "the ωB97M-V functional and the def2-TZVPD basis",
  "e_above_lowest_kcal_mol": 27.58,
  "lumo_ev": -0.32,
  "symbols": ["C", "C", "O", "O", "S", "Cl", "Cl", "H", "H"],
  "coordinates": [[-0.51229, -0.07847, 0.13701], [3.19407, -1.83445, 0.07738], [-0.04045, -1.91340, 1.82012], [3.14664, -2.31741, -0.99557], [-0.89226, -1.55779, 0.68652], [3.31355, -0.14056, 0.37243], [3.12658, -2.72390, 1.55651], [-1.03976, 0.28184, -0.72462], [0.26357, 0.54360, 0.54709]],
  "forces_ev_per_a": [[-0.525, -1.030, -0.064], [-0.156, -0.503, -0.180], [-0.015, -0.547, 0.382], [0.028, 0.112, 0.155], [0.660, 1.659, -0.382], [0.079, 0.569, -0.029], [0.073, -0.194, 0.083], [-0.326, 0.012, -0.268], [0.183, -0.079, 0.304]]
}